86
Properties=species:S:1:pos:R:3:forces:R:3 method="wB97M-V/def2-TZVPD" relative_energy_kcal_mol=0.0 energy_ha=-4398.2302 max_force_ha_per_bohr=0.0051 spin_multiplicity=6 orbital_gap_ha="0.2534 / 0.2424" total_charge=-1 s2=8.771 homo_energy_ev="-4.338 / -4.371"
Fe 1.57924 -0.63443 0.35864 0.169 -0.154 0.129
C 2.08618 1.30421 -3.26224 -0.049 0.010 0.009
C 2.54691 -0.14121 -3.42732 0.083 -0.065 -0.022
C 4.07078 -0.23827 -3.31164 0.000 -0.015 -0.018
P 1.80159 -1.21934 -2.13119 0.016 0.040 0.121
C 2.31507 -2.93777 -2.62051 -0.017 -0.037 0.021
C 2.17884 -3.24549 -4.10881 0.007 -0.003 0.002
C 1.52387 -3.95939 -1.80087 0.073 -0.026 -0.002
C 0.01837 -1.21284 -2.45097 -0.026 -0.012 -0.072
C -0.56227 -0.99122 -3.69603 -0.023 0.006 0.001
C -1.93568 -1.02079 -3.88918 0.009 -0.004 0.055
C -2.54850 -0.74937 -5.23640 -0.019 -0.001 -0.025
C -2.72592 -1.28606 -2.76971 -0.013 0.018 -0.057
C -2.18102 -1.49984 -1.52061 0.065 0.002 0.042
C -0.78690 -1.46394 -1.31593 0.019 -0.003 -0.034
N -0.18106 -1.60363 -0.08639 -0.184 0.025 0.041
C -0.79056 -2.34032 0.92341 0.010 -0.015 -0.032
C -1.48125 -3.53193 0.65747 0.012 0.024 -0.010
C -2.03256 -4.28846 1.67261 -0.004 -0.021 0.032
C -1.92416 -3.90043 3.00394 0.011 0.012 -0.029
C -2.49648 -4.73195 4.12024 -0.016 -0.010 0.016
C -1.23497 -2.72504 3.27314 0.005 0.007 0.006
C -0.65765 -1.94369 2.27509 -0.009 -0.038 0.014
P 0.22789 -0.36575 2.53765 -0.001 -0.008 0.025
C -1.23042 0.77979 2.73107 -0.031 -0.002 -0.014
C -0.90285 2.25667 2.51140 0.034 0.005 -0.026
C -2.04299 0.59602 4.01057 -0.013 -0.006 -0.007
C 1.22104 -0.41867 4.10174 0.059 -0.038 -0.060
C 0.73518 -1.11326 5.37022 -0.053 -0.010 0.003
C 1.69235 1.00560 4.41101 0.011 0.023 0.007
H 2.44226 1.90517 -4.10319 0.013 0.010 0.008
H 2.49021 1.72928 -2.34358 0.015 -0.004 -0.004
H 1.00068 1.39107 -3.20797 0.001 -0.005 -0.004
H 2.24323 -0.50134 -4.41491 -0.016 0.024 0.007
H 4.39584 0.00288 -2.29625 0.005 0.010 0.007
H 4.55020 0.46519 -3.99712 -0.010 0.002 -0.005
H 4.43840 -1.23812 -3.54953 0.000 0.005 0.007
H 3.36716 -3.01212 -2.32533 -0.006 0.034 -0.020
H 1.13282 -3.18502 -4.41900 -0.003 0.012 0.003
H 2.52637 -4.26306 -4.30593 -0.021 -0.010 -0.008
H 2.76213 -2.57332 -4.73944 0.012 0.008 0.013
H 0.45454 -3.86689 -1.99883 -0.024 -0.004 -0.002
H 1.68501 -3.84641 -0.72965 -0.038 0.023 0.002
H 1.83207 -4.97074 -2.07808 0.007 0.001 -0.004
H 0.07643 -0.78617 -4.55028 0.008 -0.012 0.000
H -1.82424 -0.91218 -6.03595 0.001 0.001 -0.003
H -2.90218 0.28202 -5.32029 0.001 0.000 0.008
H -3.40364 -1.40197 -5.42275 0.002 -0.001 -0.004
H -3.80596 -1.31378 -2.87933 -0.002 0.003 -0.005
H -2.83281 -1.68299 -0.67637 -0.003 -0.002 0.006
H -1.56732 -3.86526 -0.36923 -0.005 -0.002 -0.003
H -2.55103 -5.20919 1.42429 -0.003 -0.002 0.004
H -3.23876 -5.43715 3.74392 -0.005 0.002 0.002
H -2.97875 -4.10644 4.87388 -0.001 -0.003 0.003
H -1.71901 -5.30965 4.62631 0.005 0.000 -0.003
H -1.15386 -2.41024 4.30415 -0.004 0.006 -0.003
H -1.84402 0.45448 1.88167 -0.004 0.011 0.009
H -0.30000 2.66044 3.32535 0.014 0.008 0.034
H -1.83378 2.83054 2.48003 -0.001 0.009 0.004
H -0.37283 2.41270 1.57326 -0.020 -0.016 0.020
H -1.47580 0.92452 4.88380 0.001 0.002 -0.009
H -2.34558 -0.43948 4.16515 0.013 -0.012 -0.001
H -2.95033 1.20574 3.96293 -0.001 -0.004 -0.001
H 2.10779 -0.96283 3.76485 -0.042 -0.009 0.023
H -0.20763 -0.70799 5.74343 -0.001 0.003 0.009
H 1.49620 -0.98518 6.14251 0.000 0.016 0.021
H 0.63030 -2.18596 5.22588 0.024 0.000 -0.006
H 0.90226 1.60591 4.86885 -0.005 -0.010 0.000
H 2.04025 1.52294 3.51322 -0.003 0.002 -0.007
H 2.52663 0.95765 5.11371 0.000 0.013 -0.001
O 5.48254 -3.61380 3.91263 0.039 0.036 0.039
S 4.04795 -3.57010 4.05920 -0.083 -0.013 -0.065
O 3.55133 -2.07742 2.60684 0.011 -0.070 -0.049
O 3.55214 -2.82194 5.19549 0.037 0.000 0.037
S 2.69381 -2.62590 1.41855 -0.013 0.173 -0.093
O 0.90138 1.85692 -0.14277 0.004 0.074 -0.036
C 2.07330 2.02290 0.19649 -0.102 -0.095 -0.040
C 2.76118 3.36263 0.37909 0.019 0.006 0.004
C 4.19397 2.96452 0.71443 0.018 0.026 0.001
C 4.18753 1.43093 0.66079 -0.054 -0.082 -0.049
O 5.17621 0.74520 0.76622 0.017 0.000 0.018
N 2.90055 0.98268 0.43724 0.073 0.131 0.017
H 2.25218 3.91095 1.17324 0.002 0.005 0.000
H 2.66206 3.94752 -0.53611 0.001 -0.004 -0.001
H 4.51181 3.26960 1.71162 -0.001 0.003 -0.001
H 4.93412 3.33657 0.00660 0.003 0.001 0.006